No. 1
16
Properties=species:S:1:pos:R:3:mulliken_charge:R:1 method="wB97M-V/def2-TZVPD" homo_ev=-9.3 smiles="C=CCC=C.O" homo_lumo_gap_ev=10.408 e_lumo_ev=1.060
C 0.68912 2.26037 -1.18727 -0.701
C 0.01061 1.86779 -0.10617 -0.228
C 0.63463 1.85343 1.25781 -0.428
C 0.35692 0.49279 1.94148 -0.202
C 0.56826 -0.64255 1.28622 -0.728
H 0.21958 2.66765 -2.06923 0.287
H 1.72319 2.54194 -1.00927 0.238
H -1.03700 1.61529 -0.23277 0.323
H 0.13148 2.61840 1.85141 0.265
H 1.69922 2.07480 1.20903 0.264
H 0.27880 0.59693 3.01695 0.332
H 0.17152 -1.53296 1.76554 0.275
H 0.90543 -0.67928 0.26074 0.304
O -2.19681 -5.10823 -2.33840 -0.638
H -2.21373 -4.61270 -3.14132 0.317
H -1.94120 -6.01367 -2.50476 0.320


No. 2
46
Properties=species:S:1:pos:R:3:mulliken_charge:R:1 method="wB97M-V/def2-TZVPD" total_charge=-1 homo_ev=-3.1 homo_lumo_gap_ev=5.153 e_lumo_ev=2.096
C 0.84270 -1.06471 -3.12975 -1.401
C -0.04728 -1.85402 -2.24455 0.202
C -1.49292 -1.64793 -2.54155 0.909
C -2.50208 -2.73065 -2.26307 -1.341
O -1.87033 -0.57065 -3.02270 -0.752
C 0.45628 -3.11618 -1.69318 1.102
C 1.92424 -3.28509 -1.36175 -1.412
O -0.27061 -4.09374 -1.43816 -0.811
H 1.90323 -1.31602 -3.00499 0.158
H 0.53854 -1.22939 -4.18475 0.368
H 0.72051 0.00801 -2.94638 0.190
H -2.03842 -3.57617 -1.74266 0.353
H -3.32717 -2.31991 -1.66910 0.307
H -2.90724 -3.06025 -3.23009 0.273
H 2.60102 -2.65181 -1.93373 0.356
H 2.06216 -3.06053 -0.29779 0.171
H 2.17715 -4.33718 -1.52780 0.378
C -1.50926 0.40108 3.73229 -1.424
C -0.04150 0.00682 3.78862 1.510
C 0.36902 -0.33293 5.21803 -1.728
O 0.21232 -1.16699 2.98298 -0.399
C 0.23681 -1.00717 1.62850 -0.310
O 0.27458 -2.00191 0.93118 -0.475
C 0.28163 0.36911 1.09356 0.109
C 0.13077 0.57416 -0.24532 0.924
C 0.13658 1.92044 -0.81727 0.606
C -0.57111 2.96901 -0.17991 0.019
C -0.50969 4.27948 -0.64317 -0.787
C 0.25876 4.57531 -1.78230 -0.318
C 0.96582 3.56079 -2.43885 -0.792
C 0.92720 2.25823 -1.93927 -0.303
C 0.85389 1.38472 2.02740 0.439
O 1.41423 2.40284 1.68917 -0.600
O 0.80685 1.09362 3.36627 -0.379
H -1.82795 0.66256 2.71590 0.291
H -2.12638 -0.43089 4.09921 0.362
H -1.67801 1.26184 4.39418 0.376
H 1.43085 -0.58392 5.24732 0.402
H 0.19014 0.52832 5.86678 0.390
H -0.21146 -1.18463 5.58065 0.399
H -0.06559 -0.28718 -0.86726 -0.217
H -1.16471 2.73099 0.70609 0.334
H -1.03943 5.06833 -0.09808 0.355
H 0.33755 5.60292 -2.13558 0.350
H 1.58151 3.76587 -3.32335 0.350
H 1.56683 1.48540 -2.36577 0.466


No. 3
17
Properties=species:S:1:pos:R:3:mulliken_charge:R:1 method="wB97M-V/def2-TZVPD" homo_ev=-8.1 homo_lumo_gap_ev=9.130 e_lumo_ev=1.026
C 0.48174 -0.52094 2.52274 -1.156
C 0.03263 0.48844 1.44488 -0.273
C 0.43806 -0.23982 0.18619 -0.624
C -0.76751 -0.59997 -0.58875 -0.272
N -0.51129 0.59805 -1.41279 -0.288
C 0.26455 0.33083 -2.61718 -0.821
H 0.15221 -1.53755 2.27645 0.318
H 1.57209 -0.53568 2.58952 0.308
H 0.06273 -0.26163 3.49961 0.356
H -1.04791 0.69809 1.55793 0.352
H 0.57962 1.42581 1.60364 0.298
H -0.15262 1.39185 -0.88804 0.299
H -1.76365 -0.56053 -0.12249 0.259
H -0.68383 -1.47711 -1.23501 0.285
H 0.55600 1.27678 -3.08150 0.337
H -0.37478 -0.21097 -3.32332 0.296
H 1.16196 -0.26566 -2.41189 0.325


No. 4
6
Properties=species:S:1:pos:R:3:lowdin_spin:R:1 method="wB97M-V/def2-TZVPD" homo_ev="-8.7 / -9.7" homo_lumo_gap_ev="8.986 / 6.783" e_lumo_ev="0.277 / -2.896" s2=2.01 spin_multiplicity=3
C -1.67057 0.39868 0.45338 0.675
F -2.13222 1.44734 -0.25669 0.136
S 2.66742 -0.75621 -0.85590 0.861
Br -2.69100 -1.15949 0.32594 0.146
Br 0.29454 0.06399 0.36017 0.148
H 3.53184 0.00569 -0.02690 0.033


No. 5
15
Properties=species:S:1:pos:R:3:mulliken_charge:R:1 method="wB97M-V/def2-TZVPD" total_charge=+1 homo_ev=-12.4 homo_lumo_gap_ev=7.719 e_lumo_ev=-4.724
C -0.52346 1.23616 -0.54815 0.757
C -0.74926 -0.92617 1.60110 0.413
C -1.64409 1.53345 0.10678 -1.410
C 0.20276 -1.97963 1.39231 -0.650
C 1.51337 0.59210 -1.76900 -0.728
N 0.51741 0.80807 -0.81866 -0.045
S -1.66452 0.25059 1.99501 -0.055
H -1.70730 2.47034 0.47655 0.484
H -2.59280 1.04985 -0.35531 0.362
H 1.19675 -1.50341 1.41229 0.321
H 0.08237 -2.36586 0.38223 0.296
H -0.13859 -2.82215 2.00277 0.314
H 1.25397 -0.32326 -2.19767 0.348
H 2.56163 0.47619 -1.24140 0.254
H 1.69177 1.50374 -2.43885 0.339


No. 6
10
Properties=species:S:1:pos:R:3:mulliken_charge:R:1 method="wB97M-V/def2-TZVPD" homo_ev="-8.7 / -8.7" homo_lumo_gap_ev="7.637 / 7.636" e_lumo_ev="-1.090 / -1.090"
C -0.50341 -0.10939 0.75057 -0.325
C 0.43969 -0.94943 0.00675 -0.361
C -0.17589 1.30293 0.15847 0.362
N 0.97907 -0.18499 -0.90567 0.430
N 0.71615 1.10713 -0.84741 -0.827
O -0.61359 2.35015 0.55279 -0.552
I -2.45959 -0.85788 0.06414 0.107
H -0.49765 -0.12788 1.83509 0.454
H 0.56776 -2.01313 0.06549 0.460
H 1.54747 -0.51751 -1.68022 0.252


Quick rundown of DFT total energy, same order as above: -7392.617 -32329.374 -6849.515 -154686.832 -17628.852 -16286.045 eV